(1)
Molecular formula: C23H50AsFIrNO4Si3
Method: DFT, the ωB97M-V functional and the def2-TZVPD basis

Element x y z (Å)
Ir -1.735 -0.199 -1.424
As 2.069 -0.309 1.878
Si 1.861 2.057 2.281
Si 2.618 -1.541 3.910
Si 3.353 -1.129 -0.033
F 0.043 -0.344 -0.762
O -2.384 -1.871 -0.198
O -2.264 -2.016 -2.787
O -3.734 0.098 -2.068
O -2.821 0.553 0.532
N -1.246 1.348 -2.633
C -0.980 2.150 -4.858
C 4.971 -1.448 0.823
C -2.040 -1.638 1.185
C 3.347 0.246 -1.279
C -3.650 -2.090 -3.162
C 3.205 2.466 3.496
C 1.296 -0.985 5.099
C -1.393 2.618 -2.208
C -1.132 4.604 -5.414
C -4.674 0.067 -0.950
C 4.317 -1.028 4.450
C -4.128 -0.658 -3.248
C 2.400 -2.655 -0.532
C -4.106 1.018 0.072
C 0.133 2.265 2.960
C 2.034 2.939 0.651
C -2.827 -0.410 1.610
C -2.201 -3.229 -0.691
C 2.472 -3.340 3.447
C -1.033 1.124 -3.945
C -1.676 -3.142 -2.111
C -1.164 3.472 -4.444
C -1.356 3.683 -3.076
H 4.177 2.087 3.176
H -0.883 0.093 -4.243
H -0.114 3.327 3.026
H 3.655 -0.130 -2.259
H -3.666 -0.145 -4.090
H 3.083 -3.946 4.120
H -3.172 -3.719 -0.628
H 2.986 2.072 4.490
H -5.211 -0.598 -3.355
H -3.907 1.978 -0.405
H -0.098 4.932 -5.553
H -1.703 5.457 -5.053
H 0.028 1.841 3.959
H 3.032 -3.366 -1.068
H 4.044 1.036 -0.999
H 1.487 -1.387 6.097
H -0.602 1.795 2.299
H 4.871 -2.247 1.560
H -1.510 4.302 -6.389
H 4.530 -1.570 5.377
H 5.101 -1.280 3.738
H -4.761 -0.956 -0.581
H -0.960 -1.488 1.258
H 2.815 -3.550 2.433
H 3.292 3.552 3.584
H 1.579 -2.365 -1.189
H -0.796 1.916 -5.898
H 1.687 3.968 0.776
H -1.476 4.684 -2.684
H 2.347 0.666 -1.380
H 1.441 -3.684 3.543
H 1.435 2.471 -0.132
H 1.269 0.103 5.189
H -0.607 -2.931 -2.110
H -1.524 2.760 -1.143
H -4.214 -2.683 -2.440
H 1.992 -3.165 0.342
H 3.069 2.982 0.310
H -4.787 1.183 0.906
H 4.376 0.037 4.673
H 5.741 -1.757 0.111
H -5.643 0.420 -1.304
H 0.309 -1.334 4.789
H -3.731 -2.559 -4.144
H -3.857 -0.654 1.869
H 5.332 -0.546 1.321
H -2.336 -2.497 1.788
H -1.496 -3.770 -0.061
H -2.346 0.052 2.472
H -1.852 -4.062 -2.669

## Properties
charge = +3
2S+1 = 2
energy above the lowest of the compared OMol25 structures with the same formula, charge and spin = 189.7 kJ/mol

---

(2)
Molecular formula: C23H50BBrN4O12
Method: DFT, the ωB97M-V functional and the def2-TZVPD basis

Element x y z (Å)
Br -2.519 5.141 3.167
O -0.301 0.950 8.748
O 2.445 -0.013 2.240
O 4.443 -2.466 -3.684
O -1.494 -1.070 9.125
O -2.761 -2.270 -3.236
O 0.143 -0.618 4.213
O -3.762 -2.532 -6.148
O -2.619 1.045 9.255
O 0.351 -1.775 0.789
O 2.362 -0.236 -4.265
O 5.442 -0.789 -6.077
O -4.793 -0.018 -3.923
N -0.699 2.321 6.988
N -0.078 4.391 8.597
N -0.026 3.186 9.080
N -0.750 3.540 6.507
C 2.873 -0.698 -3.027
C -2.304 5.728 5.007
C -0.195 -1.872 -0.506
C -3.848 -2.999 -3.786
C 2.332 -1.421 2.107
C 4.245 -2.624 -5.079
C 5.428 -2.194 -5.916
C -2.578 -0.950 -3.725
C 4.307 -1.150 -3.173
C -5.828 0.697 -3.290
C 0.803 0.609 3.959
C 6.675 -0.325 -6.574
C 1.763 -1.862 0.778
C 0.962 -0.107 -4.220
C -0.454 4.547 7.319
C 0.001 -0.855 5.596
C 1.244 0.692 2.516
C -0.357 2.196 8.257
C -0.519 5.953 6.801
C -0.851 6.073 5.317
C -3.580 -3.540 -5.171
C -3.226 -2.902 -7.396
C -3.582 0.050 -3.195
B -1.489 0.297 9.046
H 1.473 1.738 2.301
H -3.393 0.658 8.823
H 4.746 -1.187 -2.173
H 7.492 -0.544 -5.877
H 0.090 -2.814 -0.989
H 2.821 0.123 -2.297
H -2.553 -3.926 -5.214
H 0.980 -0.952 6.082
H -1.279 -1.837 -0.416
H 6.594 0.753 -6.697
H -2.557 -0.934 -4.817
H -6.058 0.274 -2.305
H -2.141 -3.052 -7.334
H 0.449 6.416 7.011
H 0.118 1.442 4.172
H 6.910 -0.777 -7.545
H 0.649 0.579 -3.422
H -1.596 -0.648 -3.359
H 4.109 -3.698 -5.227
H 1.682 0.706 4.611
H 2.175 -1.227 -0.018
H 1.757 -1.854 2.929
H -3.767 -0.155 -2.132
H -5.567 1.755 -3.168
H -2.670 4.898 5.604
H -1.255 6.495 7.403
H 3.356 -1.795 2.170
H -3.161 1.062 -3.288
H -2.959 6.588 5.128
H -0.556 -0.044 6.073
H 2.264 -1.534 -2.658
H -3.687 -3.823 -7.773
H 5.359 -2.673 -6.904
H -4.767 -2.409 -3.776
H -3.432 -2.094 -8.094
H 3.338 -2.114 -5.413
H 0.436 0.373 1.854
H -0.168 5.487 4.701
H 0.484 -1.082 -4.061
H 0.632 0.293 -5.177
H 2.054 -2.904 0.582
H 0.139 -1.032 -1.129
H -6.711 0.622 -3.922
H -4.273 -4.369 -5.371
H -0.691 7.116 5.032
H -3.981 -3.853 -3.119
H -0.771 -1.430 9.658
H -0.547 -1.787 5.717
H 4.873 -0.430 -3.769
H 6.354 -2.529 -5.430

## Properties
charge = 0
electronic energy = -125908.1186 eV
2S+1 = 1
SMILES string = OB(O)Oc1nnc(CCCBr)nn1.COCCOCCOC.COCCOCCOC.COCCOCCOC

---

(3)
Molecular formula: C23H50Cl6N5O7
Method: DFT, the ωB97M-V functional and the def2-TZVPD basis

Element x y z (Å)
Cl -5.731 -1.820 1.193
Cl -0.024 -1.994 -4.990
Cl -2.722 -1.335 -7.024
Cl -3.428 -3.185 2.991
Cl -0.329 5.679 -4.204
Cl -0.260 2.417 -3.861
O 2.689 2.841 2.619
O 1.758 -6.173 0.043
O -0.956 1.000 1.747
O 0.417 1.419 4.209
O 0.359 1.946 0.187
O 4.148 -1.530 -1.099
O -2.336 3.668 0.656
N 0.373 -0.821 4.129
N 3.715 0.875 2.895
N -0.306 -5.753 -0.643
N -3.408 5.195 -0.362
N 3.599 -0.223 -2.856
C 2.185 -0.151 -2.510
C -2.087 -0.162 -5.860
C 1.060 -7.407 -1.769
C 0.797 0.332 4.690
C -4.014 -1.707 0.642
C 4.557 -0.900 -2.123
C 6.008 -0.999 -2.639
C -0.502 1.033 0.546
C -0.702 -4.610 0.211
C 0.373 -2.212 4.567
C -3.363 4.016 0.113
C 3.076 0.193 1.770
C -1.263 4.815 -2.963
C -3.076 -1.785 1.904
C -0.897 -0.135 -0.472
C -4.464 2.996 -0.019
C -4.582 5.868 -0.851
C 4.321 2.693 4.433
C 0.839 -6.396 -0.667
C 3.485 2.156 3.277
C -0.746 3.497 -2.484
C 1.457 0.304 6.059
C -1.447 -0.868 -4.605
H 3.494 0.432 0.792
H -2.337 4.843 -3.146
H -5.457 5.666 -0.233
H 2.957 -0.843 2.090
H -1.045 -6.149 -1.207
H 4.671 1.849 5.027
H -0.154 -0.623 3.290
H -1.205 5.550 -2.160
H -1.848 0.255 -0.835
H -2.057 -1.895 1.531
H 1.800 -8.120 -1.406
H -2.601 5.695 -0.019
H 6.049 -2.081 -2.758
H -1.693 -4.599 0.665
H -4.064 2.071 -0.434
H 3.779 3.419 5.039
H -0.482 -2.263 5.241
H 1.922 -1.152 -2.167
H 1.999 0.578 -1.722
H 6.656 -0.714 -1.810
H 6.125 -0.597 -3.646
H -4.926 2.825 0.953
H 0.899 0.609 6.944
H 2.092 0.655 1.845
H 0.187 3.703 -1.960
H -0.218 -4.651 1.187
H -1.147 -1.152 -0.170
H 0.113 -7.897 -1.997
H 1.467 -7.009 -2.698
H 0.275 -2.875 3.707
H -5.361 3.110 -0.628
H 4.555 0.419 3.222
H -3.821 -0.715 0.235
H -1.458 2.893 -1.922
H -0.307 -0.217 -1.385
H -1.264 0.357 -6.353
H -3.633 -2.382 -0.125
H -3.092 -0.863 2.485
H -4.909 5.644 -1.866
H 5.280 3.148 4.186
H -2.806 0.632 -5.659
H 1.659 0.283 -3.360
H 1.980 -0.645 6.178
H 1.303 -2.563 5.015
H -1.262 -0.081 -3.874
H 2.384 0.877 6.020
H -4.331 6.928 -0.812
H -0.446 -3.681 -0.300
H 3.835 0.106 -3.782
H -2.129 -1.556 -4.104

## Properties
charge = -1
2S+1 = 1
energy above the lowest of the compared OMol25 structures with the same formula, charge and spin = 528.3 kJ/mol

---

| no. | molar mass (g/mol) |
| --- | --- |
| 1 | 775.05 |
| 2 | 665.39 |
| 3 | 721.40 |